C41H29AsBrF4N2O2PSTi as an isolated structure in a non-equilibrium geometry. Source: the Open Molecules 2025 dataset; level of theory: ωB97M-V/def2-TZVPD.

Each line ends with the Mulliken charge.
Atoms and positions in Å:
H (-0.24929, 2.82549, -3.30468)  0.378
H (-2.39168, -0.60042, 1.19383)  0.399
C (5.48734, 1.05889, 2.94970)  -1.039
C (-3.27576, 5.00060, -2.33951)  -0.803
H (5.56508, 2.03366, 3.43103)  0.301
H (-0.65227, -1.24117, -2.02640)  0.640
O (1.93803, 0.84281, -1.13487)  -0.052
C (-0.56277, 0.83587, -2.55694)  -0.073
C (-4.47312, 0.69815, -0.78448)  -0.283
C (4.18654, -2.56854, 1.50965)  -0.564
C (0.57384, -0.92226, -3.76265)  -0.877
N (4.59379, 1.11093, 1.80296)  0.319
C (-5.89679, -0.42460, -2.35384)  -0.490
C (0.25688, -0.88712, 2.99002)  0.195
F (0.50445, -2.93318, 5.99415)  -0.306
F (-0.04940, -0.52927, 7.09646)  -0.301
H (5.30317, -3.69927, 0.06745)  0.415
H (3.44992, -3.76205, -1.56625)  0.454
C (-2.23738, 5.87386, -2.03772)  -0.662
C (-3.15043, 3.65806, -2.02633)  -0.552
C (-3.38374, 0.53921, -1.64147)  0.207
Ti (0.55474, 1.18693, 0.14403)  -0.116
F (0.65699, -3.18797, 3.33255)  -0.382
H (-1.91256, -5.42570, 0.28680)  0.433
H (-4.15703, -4.41289, 0.39132)  0.403
H (-0.28391, 6.08332, -1.16763)  0.476
C (-0.95392, 4.05625, -1.07989)  0.697
C (-3.56136, -0.11426, -2.85257)  -0.237
C (-4.81585, -0.59351, -3.20580)  -0.749
H (4.62443, 1.00705, -1.55529)  0.542
C (-0.03067, 1.77364, -3.43220)  -0.471
C (4.25561, 1.02586, -0.54252)  -1.269
C (2.10492, -2.65841, -0.31747)  -0.193
C (-5.72533, 0.22464, -1.13851)  -0.810
As (-1.68235, 1.29945, -1.02343)  1.445
H (4.99610, -2.52999, 2.22848)  0.449
C (-1.00994, -2.22031, 0.89250)  1.247
C (4.35873, -3.22381, 0.29880)  -0.798
C (2.86312, 0.99296, -0.27412)  0.468
C (1.91385, -2.02578, 0.90976)  0.486
C (-2.01813, -4.36474, 0.47518)  -0.727
C (-0.88462, -3.58530, 0.65718)  -0.431
Br (-0.49607, 1.85168, 2.53798)  -0.214
H (-2.72469, -0.24433, -3.52687)  0.384
S (0.52740, 3.53900, -0.29213)  -0.467
N (2.39558, 1.14377, 0.98995)  0.352
C (1.09728, 0.01964, -4.63624)  -0.694
C (-0.10589, 0.32306, 3.59201)  -0.193
C (-3.28050, -3.79558, 0.54045)  -0.656
O (2.82970, 1.23391, 3.22797)  -0.679
C (5.07475, 1.08715, 0.53151)  0.098
H (2.85615, -1.44833, 2.75622)  0.162
H (-3.96050, 2.97781, -2.25880)  0.413
H (-6.56885, 0.35747, -0.47264)  0.432
C (-1.09481, 5.40977, -1.41305)  -0.799
P (0.38570, -1.06581, 1.17336)  1.250
H (-4.32639, 1.21297, 0.16025)  0.429
H (1.21433, 2.10170, -5.13968)  0.411
H (-2.32054, 6.92398, -2.28970)  0.356
H (-4.17610, 5.36290, -2.81918)  0.401
C (3.31613, -3.26325, -0.61473)  -0.845
C (0.32543, -1.87290, 5.21404)  0.420
H (6.47019, 0.72672, 2.62455)  0.370
C (2.97542, -1.96677, 1.81215)  -0.777
C (-2.28489, -1.65664, 0.97558)  -0.626
C (-1.99626, 3.17736, -1.41348)  0.016
C (-3.41423, -2.43884, 0.80162)  -0.619
H (0.80867, -1.97259, -3.88573)  0.455
C (-0.24358, -0.51279, -2.72249)  0.285
C (0.41526, -1.98088, 3.84485)  -0.233
H (0.09659, -4.04054, 0.62455)  0.469
H (1.74327, -0.29066, -5.44792)  0.369
H (-4.95110, -1.09665, -4.15473)  0.400
C (3.21850, 1.17325, 2.07009)  -0.219
C (0.02914, -0.64392, 5.78303)  0.370
H (5.08656, 0.35647, 3.67752)  0.324
H (-6.87461, -0.79137, -2.63877)  0.397
H (6.15069, 1.12706, 0.43299)  0.425
F (-0.52993, 1.60817, 5.51796)  -0.334
C (-0.20243, 0.44278, 4.96312)  0.488
H (1.30372, -2.67140, -1.04785)  0.462
C (0.79607, 1.36396, -4.46683)  -0.781
H (-4.39440, -1.98440, 0.86183)  0.428

Calculated values
HOMO (spin up / spin down) ... -0.2089 / -0.2598 Eh
Kohn-Sham gap (spin up / spin down) ... 6.0 / 7.3 eV
Expectation value of S² ... 2.010
Spin multiplicity ... 3